Below is a structure of composition C55H66AlBClN10O20, with properties calculated with ωB97M-V with the def2-TZVPD basis set.

Geometry as XYZ:
```
154
Properties=species:S:1:pos:R:3:mulliken_charge:R:1
C 5.44319 -2.84146 1.67654 -2.065
C 4.75407 -2.33084 0.46984 0.316
C 3.32426 -2.72095 0.38106 -1.264
C 2.52178 -1.77996 -0.45647 -0.703
C 1.86847 -0.75806 0.41256 1.507
O 0.72400 -1.33882 0.98897 -0.761
Al -0.58052 -1.13891 -0.21447 -0.319
C -2.36655 -0.47715 0.42444 -1.303
C -2.59651 1.03003 0.41982 -0.452
C -2.86753 1.50482 1.79669 -0.221
Cl -4.07763 2.84179 1.82032 -0.473
C -0.99019 -2.94325 -1.09315 -1.672
C -1.14480 -4.03396 -0.13501 0.750
N -1.59128 -3.50601 1.15626 -0.453
N -2.09125 -5.05145 -0.70307 -0.462
N 0.11767 -4.68071 0.09481 -0.416
O 0.43856 -0.04928 -1.21625 -0.914
C 1.41931 0.45079 -0.37328 1.285
C 2.46177 1.09472 -1.21444 -1.807
C 3.82965 1.24761 -0.60770 -0.325
O 4.27158 2.61655 -0.49200 -0.715
O 0.74592 1.46474 0.42644 -0.539
B 1.39609 2.23517 1.27870 0.436
O 2.36136 1.75423 2.07499 -0.176
O 1.11077 3.58355 1.31922 -0.523
H 5.57836 -3.89400 1.66490 0.456
H 4.92341 -2.57603 2.56740 0.504
H 6.41666 -2.41576 1.74547 0.541
H 5.24648 -2.68104 -0.40338 0.340
H 4.84422 -1.26958 0.45010 -0.046
H 3.26058 -3.69200 -0.05159 0.596
H 2.86463 -2.79774 1.34136 0.440
H 3.16362 -1.33188 -1.18995 0.694
H 1.76193 -2.32175 -0.95677 -0.003
H 2.51762 -0.53580 1.23795 -0.156
H -3.09958 -0.93429 -0.19767 0.472
H -2.55039 -0.83664 1.40763 0.433
H -3.43703 1.26560 -0.18121 0.377
H -1.76877 1.56276 0.01210 0.352
H -1.98544 1.88649 2.23937 -0.013
H -3.27847 0.74196 2.39547 0.490
H -0.26976 -3.23475 -1.82661 0.336
H -1.91785 -2.81998 -1.61787 0.567
H -1.42813 -4.16487 1.90478 0.222
H -2.57319 -3.28242 1.12466 0.218
H -2.27177 -5.72381 0.03714 0.167
H -2.98099 -4.58681 -0.85139 0.224
H 0.32647 -5.26069 -0.70421 0.280
H 0.09004 -5.25562 0.92535 0.247
H 2.11025 2.02932 -1.57948 0.582
H 2.52296 0.45212 -2.04589 0.535
H 3.84281 0.82899 0.36392 0.096
H 4.56988 0.77721 -1.20111 0.506
H 3.78378 3.01828 0.24600 0.376
H 2.52097 2.33963 2.83360 0.223
H 0.50184 3.76768 2.04595 0.236
C 3.63163 -6.40943 6.68024 -0.416
C 4.60755 -5.47373 6.98971 -0.459
C 5.55866 -5.12596 6.04790 -0.426
C 5.50965 -5.72595 4.80883 0.235
C 4.55285 -6.65981 4.47804 -0.401
C 3.60695 -7.00272 5.42702 -0.458
N 6.50828 -5.33873 3.79214 1.071
O 7.34519 -4.51312 4.11228 -0.613
O 6.42090 -5.85278 2.69147 -0.616
H 2.88551 -6.67362 7.41638 0.376
H 4.62611 -5.00898 7.96457 0.376
H 6.32185 -4.39756 6.27080 0.486
H 4.54337 -7.10579 3.49669 0.451
H 2.84602 -7.72986 5.18448 0.375
C -2.78667 -7.12936 -6.12650 -0.616
C -2.87990 -7.19499 -4.74352 -0.444
C -3.47388 -6.16487 -4.03630 -0.246
C -3.96962 -5.08851 -4.73872 0.219
C -3.88378 -4.99791 -6.11074 -0.535
C -3.28391 -6.02882 -6.81113 -0.313
N -4.60485 -3.98541 -3.98810 1.035
O -4.64708 -4.09376 -2.77760 -0.589
O -5.02709 -3.03529 -4.62556 -0.624
H -2.31832 -7.93560 -6.67459 0.399
H -2.48257 -8.04642 -4.21038 0.391
H -3.53596 -6.19061 -2.95989 0.308
H -4.27173 -4.13284 -6.62464 0.491
H -3.19732 -5.95734 -7.88700 0.494
C -6.25676 6.32965 0.27341 -0.354
C -5.55779 5.27557 -0.29454 0.295
C -5.36404 5.23571 -1.66371 -0.673
C -5.86890 6.25920 -2.43816 0.012
C -6.56975 7.31571 -1.89180 -0.294
C -6.76398 7.34592 -0.52414 -0.545
N -5.63565 6.23364 -3.89290 1.059
O -5.02626 5.28712 -4.35316 -0.600
O -6.05131 7.17654 -4.54965 -0.605
H -6.40178 6.36149 1.34433 0.423
H -5.15223 4.48591 0.32341 -0.042
H -4.82059 4.42158 -2.11759 0.539
H -6.95635 8.10607 -2.51572 0.466
H -7.30692 8.16820 -0.08089 0.393
C -4.32128 2.84235 7.68257 -0.419
C -4.05638 3.38459 6.43430 -0.574
C -2.95671 2.95892 5.71172 -0.096
C -2.14218 1.99319 6.26315 0.015
C -2.38045 1.44238 7.50426 -0.457
C -3.48236 1.87466 8.21704 -0.391
N -0.97285 1.52871 5.49840 1.099
O -0.77539 2.04998 4.41455 -0.596
O -0.27327 0.66575 5.98976 -0.632
H -5.18527 3.17363 8.24124 0.381
H -4.70808 4.13751 6.01697 0.389
H -2.74788 3.37465 4.73764 0.408
H -1.71948 0.69052 7.90432 0.468
H -3.68771 1.45402 9.19043 0.370
C 1.67713 -2.21242 -9.69354 -0.439
C 0.39253 -1.95022 -9.24200 -0.469
C -0.59325 -2.91258 -9.36000 -0.354
C -0.26648 -4.12510 -9.92822 0.232
C 1.00156 -4.40869 -10.38765 -0.444
C 1.97919 -3.43861 -10.26820 -0.373
N -1.30967 -5.16248 -10.03204 1.082
O -2.42565 -4.87496 -9.63149 -0.650
O -0.99610 -6.24620 -10.49102 -0.617
H 2.44630 -1.45998 -9.59376 0.378
H 0.15750 -0.99733 -8.79192 0.383
H -1.59542 -2.72464 -9.01014 0.456
H 1.22131 -5.36824 -10.82707 0.443
H 2.97995 -3.64218 -10.61973 0.365
C -1.41386 8.24126 -2.93530 -0.738
C -2.77807 8.35412 -3.15442 -0.152
C -3.46294 9.47403 -2.72508 -0.338
C -2.76486 10.47139 -2.08098 0.129
C -1.40890 10.38251 -1.84524 -0.484
C -0.73239 9.25540 -2.27710 -0.346
N -3.49017 11.67708 -1.63524 1.011
O -4.69181 11.72071 -1.83386 -0.611
O -2.84437 12.55808 -1.09359 -0.613
H -0.88285 7.36377 -3.27517 0.423
H -3.31090 7.56850 -3.66900 0.402
H -4.52368 9.56158 -2.89969 0.487
H -0.89129 11.17781 -1.33382 0.453
H 0.32939 9.16862 -2.09972 0.390
C 4.44513 0.44899 4.14479 -0.234
C 5.75156 0.04434 3.90821 -0.324
C 6.73297 0.27777 4.85483 -0.646
C 6.38294 0.91483 6.02771 -0.088
C 5.09368 1.33224 6.28309 -0.320
C 4.11989 1.09459 5.32991 -0.715
N 7.42030 1.14983 7.05004 1.030
O 8.55805 0.79193 6.79936 -0.616
O 7.08003 1.68757 8.09196 -0.626
H 3.67521 0.25815 3.40867 0.533
H 6.00358 -0.45701 2.98662 0.511
H 7.75149 -0.03264 4.68508 0.488
H 4.85485 1.82945 7.20935 0.472
H 3.10059 1.40753 5.51343 0.516
```

Calculated values
HOMO level (eV): -4.92
Spin multiplicity: 1
F_max (eV Å⁻¹): 2.4
Total charge: -1


Below is a structure of composition C55H66BrGeN2O5OsPSi, with properties calculated with ωB97M-V with the def2-TZVPD basis set.

Geometry as XYZ:
```
133
Properties=species:S:1:pos:R:3:mulliken_charge:R:1
Os 0.40444 1.31650 -0.20807 0.944
C 2.86908 -0.45388 -2.73563 -1.512
C 2.64661 1.05621 -2.81082 0.156
C 1.18962 1.40337 -3.10579 -1.135
C 3.11669 1.81026 -1.56971 -0.231
C 4.60953 1.69083 -1.25393 -0.486
O 4.63724 1.50555 0.18179 -0.427
C 3.41194 1.36047 0.62737 0.415
N 2.49129 1.38570 -0.29453 0.561
C 3.28265 1.27030 2.08265 -0.450
C 4.47165 1.06659 2.79377 -0.611
C 4.50665 1.16393 4.17226 -0.903
C 3.34428 1.45049 4.87105 -0.857
C 2.14723 1.59247 4.18633 -0.781
C 2.09839 1.51350 2.79611 0.544
P 0.43676 1.75179 2.11002 1.783
C -0.21340 3.36722 2.59046 0.850
C 0.60374 4.29501 3.23700 -0.700
C 0.07057 5.50811 3.64548 -0.933
C -1.25915 5.81290 3.39237 -0.908
C -2.06777 4.90168 2.72394 -1.236
C -1.54754 3.68298 2.32129 -0.571
C -0.48965 0.51947 3.08623 1.122
C -1.59636 0.86052 3.86330 -0.736
C -2.14817 -0.07190 4.73288 -0.871
C -1.59263 -1.33505 4.85031 -0.856
C -0.47996 -1.67571 4.08716 -0.873
C 0.06606 -0.75889 3.20954 -0.590
H 2.43114 -0.93219 -3.61236 0.502
H 2.41288 -0.88071 -1.84192 0.158
H 3.92908 -0.70493 -2.73122 0.513
H 3.25083 1.44860 -3.63457 0.552
H 0.50253 0.97462 -2.33843 -0.029
H 0.87761 0.97425 -4.05849 0.666
H 1.03654 2.48238 -3.15605 0.409
H 2.85437 2.86460 -1.70872 0.393
H 5.17934 2.58390 -1.49219 0.294
H 5.08541 0.82729 -1.71487 0.341
H 5.37640 0.83957 2.24935 0.610
H 5.44104 1.02538 4.69866 0.480
H 3.36530 1.56523 5.94654 0.532
H 1.23475 1.77057 4.74212 0.620
H 1.64785 4.07815 3.41344 0.453
H 0.70324 6.21654 4.16323 0.500
H -1.66756 6.76296 3.71059 0.502
H -3.10454 5.14111 2.52705 0.522
H -2.18386 2.97058 1.81487 0.492
H -2.01175 1.85603 3.83034 0.539
H -3.00530 0.20174 5.33336 0.529
H -2.01050 -2.04580 5.55076 0.491
H -0.01703 -2.64601 4.21361 0.543
H 0.95304 -1.02332 2.64659 0.711
Ge -2.15591 1.41989 -0.72640 0.628
C -2.73794 2.99448 -1.77242 0.697
C -2.50168 3.11175 -3.16290 -0.085
C -3.14257 4.09321 -3.87257 -0.748
C -3.99875 4.99429 -3.19471 -0.545
C -4.21152 4.89874 -1.80764 -0.477
C -3.55771 3.92898 -1.08711 -0.020
C -3.18403 -0.09995 -1.46833 0.600
C -3.11530 -0.51156 -2.81154 -0.185
C -4.10366 -1.32373 -3.32154 -0.752
C -5.15833 -1.75028 -2.49315 -0.514
C -5.20833 -1.37534 -1.14799 -0.760
C -4.21487 -0.57315 -0.62400 -0.339
H -2.89177 1.57121 0.62575 -0.233
H -1.84437 2.42594 -3.68162 0.371
H -2.99355 4.17164 -4.94112 0.538
H -4.48425 5.78641 -3.75307 0.497
H -4.85804 5.59512 -1.29064 0.544
H -3.70523 3.87290 -0.01652 0.405
H -2.32173 -0.17135 -3.46496 0.433
H -4.07642 -1.60878 -4.36514 0.529
H -5.94053 -2.37854 -2.90179 0.493
H -6.02183 -1.69489 -0.51042 0.510
H -4.25044 -0.29523 0.42196 0.511
O 1.95542 4.01780 0.56164 -0.434
C 0.96849 4.24305 -0.10437 -0.122
O 0.13236 3.28455 -0.54664 -0.135
C 0.55676 5.61952 -0.45394 -0.479
C 1.50519 6.61008 -0.70155 -0.209
C 1.09291 7.90728 -0.96214 -1.080
C -0.25848 8.23288 -0.92892 -0.579
C -1.17497 7.23685 -0.64223 -0.526
C -0.79400 5.92810 -0.43444 1.102
N -2.61299 7.56150 -0.55850 1.170
O -2.95341 8.67770 -0.84392 -0.585
O -3.35689 6.65867 -0.19617 -0.666
H 2.55898 6.36440 -0.69220 0.595
H 1.82260 8.67399 -1.18149 0.480
H -0.60005 9.24101 -1.11896 0.580
H -1.54242 5.17765 -0.22904 -0.021
C -1.40447 -7.03500 0.57402 -1.787
C -1.18133 -5.59540 0.08474 2.556
C -2.13600 -5.27752 -1.07618 -1.931
C -1.41715 -4.57447 1.20396 -2.176
Si 0.64239 -5.53722 -0.56105 -0.893
Br 0.23314 -1.05676 -0.12755 -0.099
C 2.06029 -5.67835 0.77904 2.460
C 1.55078 -5.62203 2.21291 -1.880
C 2.72706 -7.03089 0.49208 -1.759
C 2.99674 -4.48632 0.52379 -1.876
C 1.06753 -5.45835 -2.41128 2.537
C 0.64867 -6.80164 -3.04461 -1.754
C 0.29284 -4.29250 -3.06322 -2.018
C 2.56239 -5.21934 -2.67691 -1.854
H -2.43669 -7.11400 0.92793 0.497
H -0.75989 -7.30950 1.40861 0.330
H -1.28059 -7.76813 -0.22645 0.450
H -3.15328 -5.40354 -0.69164 0.626
H -2.03151 -5.96027 -1.91864 0.362
H -2.03552 -4.24738 -1.41944 0.260
H -2.48325 -4.59164 1.44971 0.608
H -1.16528 -3.55616 0.89351 0.343
H -0.88179 -4.81442 2.11713 0.311
H 0.85644 -6.42462 2.45702 0.351
H 1.10497 -4.65727 2.45201 0.227
H 2.41422 -5.74770 2.87384 0.633
H 2.05848 -7.87499 0.67378 0.447
H 3.56945 -7.13430 1.18461 0.493
H 3.12949 -7.11266 -0.51727 0.323
H 2.46959 -3.52704 0.56105 0.353
H 3.52710 -4.56771 -0.42023 0.349
H 3.74516 -4.48456 1.32237 0.534
H -0.40771 -7.03265 -2.89686 0.331
H 1.24070 -7.63888 -2.67075 0.457
H 0.81782 -6.73437 -4.12189 0.493
H -0.78144 -4.45337 -3.06934 0.361
H 0.61878 -4.22677 -4.10397 0.554
H 0.50740 -3.33561 -2.57663 0.356
H 3.20503 -5.97038 -2.22149 0.355
H 2.87406 -4.22571 -2.35490 0.253
H 2.72411 -5.27842 -3.75562 0.593
```

Calculated values
HOMO level (spin up / spin down) (eV): -17.85 / -17.85
Spin multiplicity: 5
F_max (eV Å⁻¹): 1.8
Total charge: +4


Below is a structure of composition C55H67N3O4Ru, with properties calculated with ωB97M-V with the def2-TZVPD basis set.

Geometry as XYZ:
```
130
Properties=species:S:1:pos:R:3:mulliken_charge:R:1
Ru -0.46699 -1.42696 -2.86768 0.384
C 3.21765 -2.03912 -3.19208 -1.294
O 2.23568 -1.70819 -2.22602 0.270
C 2.60656 -0.95257 -1.14701 0.611
C 3.13164 0.31378 -1.31089 0.365
C 3.13281 1.00904 -2.65979 -1.058
C 2.10326 2.11204 -2.64442 0.477
C 2.52500 3.39746 -2.34704 -1.017
C 1.65386 4.47049 -2.18049 -0.235
C 0.30711 4.16511 -2.29878 -0.623
C -0.16030 2.88686 -2.59612 -0.215
C -1.64477 2.64943 -2.55910 -0.917
C -2.03162 2.15734 -1.17653 0.809
C -1.83240 2.94866 -0.04593 -0.276
C -2.07504 2.46919 1.23499 -0.262
C -2.49539 1.14333 1.36356 -0.540
C -2.70719 0.32744 0.26453 -0.609
C -3.07559 -1.12882 0.43253 -0.830
C -1.94824 -1.94647 1.01790 0.779
C -2.14448 -2.66900 2.18560 -0.701
C -1.14330 -3.43635 2.77927 -0.114
C 0.08786 -3.45375 2.12956 -0.214
C 0.32806 -2.74548 0.95821 0.070
C 1.66863 -2.82356 0.27083 -0.382
C 2.35838 -1.48417 0.11895 -0.248
C 2.73696 -0.74407 1.22501 -0.378
C 3.34485 0.50895 1.10734 -0.040
C 3.52794 1.01515 -0.17111 -0.265
C 3.75983 1.27177 2.36502 2.658
C 4.35508 2.64156 2.03625 -2.259
C 4.81526 0.45879 3.12853 -1.960
C 2.53590 1.48570 3.26574 -2.080
C -0.68897 -1.96002 0.36773 -0.285
O -0.46356 -1.23859 -0.69808 0.075
C -1.43073 -4.22046 4.06059 2.302
C -0.18818 -4.94513 4.57924 -2.117
C -2.51791 -5.27265 3.79081 -1.694
C -1.91876 -3.27132 5.16380 -1.689
C -2.51343 0.87641 -0.99695 0.517
O -2.79381 0.11443 -2.11589 0.249
C -3.92425 0.57610 -2.82936 -1.343
C -1.88149 3.32695 2.48714 2.486
C -3.19868 3.38359 3.27480 -1.937
C -1.47094 4.76024 2.14402 -2.119
C -0.78842 2.70791 3.36947 -1.338
C 0.72511 1.80931 -2.85487 0.951
O 0.33620 0.63259 -3.29213 -1.350
C 2.19000 5.87293 -1.89434 2.253
C 3.00426 5.86626 -0.59318 -1.457
C 1.06352 6.89599 -1.74550 -2.106
C 3.09646 6.32783 -3.04877 -1.828
H 4.19718 -1.66075 -2.89278 0.485
H 2.94010 -1.62119 -4.15957 0.275
H 3.25233 -3.12395 -3.28859 0.149
H 2.90072 0.31645 -3.46357 0.008
H 4.11713 1.44584 -2.84545 0.629
H 3.59472 3.55382 -2.21877 0.373
H -0.43864 4.93920 -2.14470 0.438
H -1.90588 1.90674 -3.30780 0.066
H -2.17004 3.58120 -2.78698 0.606
H -1.42289 3.94103 -0.19206 0.448
H -2.62106 0.70319 2.34983 0.518
H -3.36484 -1.52730 -0.54281 -0.440
H -3.93837 -1.21161 1.09882 0.529
H -3.12844 -2.62215 2.64985 0.376
H 0.90956 -4.03163 2.54044 0.520
H 1.52861 -3.24672 -0.72255 -0.989
H 2.31299 -3.50167 0.83730 0.684
H 2.51798 -1.15781 2.20656 0.473
H 3.92090 2.01521 -0.31459 0.310
H 5.24572 2.55046 1.40962 0.419
H 4.64457 3.14453 2.96273 0.474
H 3.63229 3.27651 1.51736 0.325
H 5.69719 0.29851 2.50320 0.385
H 4.42677 -0.51932 3.41859 0.333
H 5.12464 0.98841 4.03569 0.467
H 1.76960 2.05713 2.73650 0.204
H 2.81955 2.03592 4.16853 0.579
H 2.09062 0.53704 3.57128 0.347
H 0.17435 -5.68112 3.85745 0.372
H -0.43136 -5.47260 5.50597 0.446
H 0.62256 -4.24353 4.79060 0.379
H -2.20761 -5.93783 2.98140 0.338
H -3.45698 -4.80013 3.49367 0.303
H -2.70690 -5.87567 4.68638 0.465
H -1.16255 -2.51068 5.37277 0.357
H -2.12058 -3.82481 6.08759 0.448
H -2.83647 -2.75800 4.87001 0.293
H -4.13436 1.62089 -2.59760 0.627
H -4.80430 -0.02398 -2.57490 0.151
H -3.71810 0.49147 -3.89709 0.192
H -3.99715 3.79351 2.65137 0.376
H -3.08563 4.02096 4.15730 0.468
H -3.50789 2.39156 3.60827 0.318
H -2.20309 5.23768 1.48840 0.428
H -0.49618 4.79142 1.65099 0.292
H -1.40321 5.34929 3.06227 0.476
H -1.03490 1.68068 3.64602 0.339
H -0.66142 3.28923 4.28820 0.521
H 0.16474 2.68820 2.83612 0.090
H 2.37361 5.56563 0.24727 0.109
H 3.41113 6.86189 -0.38436 0.511
H 3.83887 5.16413 -0.65168 0.319
H 0.40967 6.64921 -0.90481 0.251
H 0.45349 6.94972 -2.65026 0.403
H 1.48878 7.88694 -1.56327 0.448
H 3.95765 5.66553 -3.15748 0.292
H 3.46539 7.34508 -2.87602 0.458
H 2.54331 6.31222 -3.99073 0.387
N 0.05570 -3.24910 -3.52956 -0.956
C -0.31169 -4.37960 -3.09791 0.127
C -1.78748 -4.85689 -3.10593 1.044
C -2.03234 -6.18041 -2.43550 -0.785
C -1.05260 -6.94115 -1.95754 -0.598
C 0.35148 -6.52919 -2.05429 -0.381
C 0.68416 -5.35191 -2.58438 -0.434
H -2.08628 -4.93928 -4.15781 0.202
H -3.06410 -6.50891 -2.35350 0.458
H -1.28742 -7.88600 -1.48180 0.376
H 1.12029 -7.18702 -1.66352 0.392
H 1.71768 -5.02933 -2.62547 0.139
N -4.79275 -3.35934 -3.47973 -0.102
C -4.18605 -4.18183 -2.54531 -0.788
C -2.74539 -3.76464 -2.51957 0.871
N -2.70151 -2.57976 -3.40683 0.134
C -3.84740 -2.46881 -3.94504 -0.796
H -5.73988 -3.42935 -3.79981 0.207
H -4.75886 -4.73259 -1.81725 0.472
H -2.36553 -3.51051 -1.52248 -0.452
H -4.10133 -1.74433 -4.70611 0.545
```

Calculated values
HOMO level (spin up / spin down) (eV): -3.79 / -4.10
Spin multiplicity: 6
F_max (eV Å⁻¹): 0.5
Relative energy (zero: lowest compared OMol25 entry of this formula, charge and spin) (kcal/mol): 57.17
Total charge: -1


> Which formula does entry 1 have?

C55H66AlBClN10O20


> Number 3 is which compound?

C55H67N3O4Ru